Below is a molecular structure, C33H30N6NaO6, with properties calculated with ωB97M-V with the def2-TZVPD basis set.

Structure (XYZ):
```
76
Properties=species:S:1:pos:R:3:forces:R:3
Na 0.14371 0.24101 -0.08824 -0.1513 0.4242 0.8169
O 6.44603 -4.72215 2.42890 -0.0739 0.0975 0.0250
C 5.13676 -4.57269 2.08466 0.0505 0.0892 -0.1031
O 4.40017 -5.51820 2.14889 0.0029 0.0143 0.0018
C 4.72534 -3.20794 1.64007 0.0684 -0.2111 0.1075
C 3.37221 -2.87877 1.69320 -0.0413 0.0852 -0.1346
C 2.93628 -1.62659 1.31063 -0.0090 -0.0936 -0.1143
C 3.85470 -0.68899 0.83696 0.0426 0.3399 0.1488
C 5.20446 -1.00806 0.77254 0.0650 -0.2170 0.0243
C 5.63372 -2.26574 1.17286 0.0808 0.1870 -0.0696
N 3.38762 0.59308 0.48425 -0.1747 -0.4076 -0.0968
C 3.37985 0.86546 -0.74923 0.1075 0.2292 -0.1234
C 2.73227 2.10351 -1.26226 0.2112 -0.4595 0.1500
C 3.13397 2.64625 -2.47020 -0.0212 0.1689 -0.1441
C 2.44090 3.74085 -2.96313 0.0253 -0.0485 0.0134
C 1.37056 4.22729 -2.23340 -0.0655 -0.0031 0.0349
C 1.03914 3.59715 -1.03946 0.0585 0.0132 -0.0742
N 1.70662 2.55796 -0.55228 -0.3024 0.2490 0.0380
H 6.86186 -3.85052 2.45702 -0.0191 -0.1051 -0.0072
H 2.66738 -3.62214 2.03866 -0.0189 -0.0251 0.0510
H 1.88665 -1.36238 1.36920 0.1903 0.0258 -0.1770
H 5.90602 -0.27173 0.40390 0.0291 -0.0017 0.0000
H 6.68839 -2.49918 1.06911 -0.0003 -0.0275 0.0106
H 3.80008 0.19603 -1.50614 -0.0457 0.0137 0.0221
H 3.94828 2.19756 -3.02401 -0.0021 -0.0080 0.0078
H 2.71109 4.18446 -3.91311 0.0150 0.0042 0.0120
H 0.77066 5.05500 -2.58694 0.0158 0.0085 -0.0138
H 0.17862 3.92734 -0.47104 -0.0437 0.0166 0.0639
C -2.54115 4.49771 2.96283 -0.0641 0.0273 0.0111
C -1.68162 4.25140 1.72322 0.1153 0.0165 -0.0403
C -2.47374 3.84985 0.49717 -0.1015 0.1403 0.0427
C -3.20489 4.83920 -0.16325 0.0066 -0.0136 0.0395
C -3.90888 4.56684 -1.32090 0.0411 -0.0599 0.0074
C -3.86356 3.28286 -1.85150 0.0192 -0.0050 -0.0088
C -3.13859 2.27323 -1.23596 -0.0577 -0.0150 -0.0920
C -3.07546 0.89780 -1.85133 0.0179 0.0852 -0.1081
C -3.92542 -0.13810 -1.11886 -0.0205 -0.0614 0.0254
C -2.46859 2.55335 -0.03383 0.3247 -0.2772 0.0733
N -1.69444 1.52197 0.54771 -0.2714 0.2129 0.1259
C -1.92348 1.22888 1.78355 0.2440 -0.2587 0.2080
C -1.16974 0.31124 2.59020 -0.2264 0.3180 -0.3407
C -1.38944 0.08549 3.95812 0.1169 -0.1226 0.0554
C -0.39151 -0.80079 4.36224 -0.0481 0.0166 -0.1374
C 0.36851 -1.06126 3.20516 -0.1239 -0.0417 0.2631
N -0.08296 -0.39816 2.13735 -0.1209 0.0583 0.1077
H -1.94107 4.88257 3.78870 0.0379 -0.0092 -0.0013
H -3.02472 3.58161 3.30165 -0.0047 -0.0126 -0.0009
H -3.32918 5.22407 2.75246 0.0079 0.0031 -0.0150
H -0.91434 3.50769 1.94471 -0.0440 0.0118 -0.0085
H -1.14732 5.17767 1.48639 -0.0210 0.0080 0.0011
H -3.20019 5.84511 0.24459 -0.0069 0.0133 -0.0089
H -4.46499 5.34897 -1.82202 -0.0147 0.0066 -0.0037
H -4.38262 3.05626 -2.77612 -0.0182 0.0213 -0.0073
H -2.03964 0.55555 -1.92002 -0.0442 0.0091 0.0672
H -3.41486 0.97634 -2.88789 -0.0149 -0.0267 0.0232
H -3.62930 -0.23190 -0.07427 0.0340 0.0226 0.0052
H -3.81480 -1.11941 -1.58236 0.0017 0.0008 -0.0262
H -4.98278 0.13619 -1.14462 -0.0048 0.0169 -0.0020
H -2.75547 1.71491 2.30470 -0.0116 -0.0300 0.0084
H -2.17077 0.52958 4.55746 -0.0148 0.0022 0.0218
H -0.22626 -1.20658 5.34840 0.0017 -0.0107 0.0069
H 1.23290 -1.70926 3.12719 -0.1520 0.0420 0.1998
O 2.76478 -4.42250 -4.56165 -0.1382 -0.0546 0.0427
C 2.49564 -3.28982 -3.84334 0.0283 0.0670 0.1939
O 2.96456 -2.24223 -4.18237 -0.0205 -0.0730 -0.0567
C 1.65541 -3.49198 -2.64735 0.1088 0.0011 -0.2458
C 1.55553 -4.62415 -1.86469 -0.0206 -0.0161 0.1152
N 0.73702 -4.30978 -0.85144 -0.0840 0.1481 0.0661
N 0.28913 -3.03287 -0.91454 0.1183 -0.1949 -0.1454
C 0.84202 -2.52940 -2.00358 -0.1078 -0.0013 0.2406
C 0.54818 -1.08327 -2.37034 0.2761 -0.2920 -0.2261
O -0.34945 -0.88001 -3.18318 -0.1218 0.0647 -0.1140
O 1.25529 -0.25576 -1.73106 0.2228 -0.1705 -0.7023
H 2.16642 -5.11883 -4.25988 0.0975 0.0496 -0.0550
H 2.03765 -5.58630 -1.92008 0.0159 -0.0238 -0.0177
H 0.46717 -4.88442 -0.07108 0.0489 0.0485 -0.0574
```
Forces are in eV/Å.

Net charge   -1
Frontier orbital gap   0.2452 Ha
Energy relative to the best compared isomer or geometry (same formula, charge and spin)   0.0 kJ/mol
M   629.6 g mol⁻¹
F_max   0.933 eV/Å
LUMO level   0.078 hartree

Atomic partial charges in e from the Mulliken method, atoms 1 to 6: Na 1.033; O -0.496; C 0.647; O -0.573; C 0.634; C -0.395